No. 1
Density functional theory data (ωB97M-V with the def2-TZVPD basis set) for a structure of composition C38H90F6MgO24S2 in a non-equilibrium geometry.

Geometry as ORCA input:
```
! RIJCOSX wB97M-V def2-TZVPD def2/J DEFGRID3
* xyz 0 1
C 24.849 9.613 14.495
C 20.644 12.512 16.233
C 18.647 18.920 8.737
H 16.479 20.568 12.528
H 23.293 18.446 14.407
C 18.140 23.313 15.223
H 12.907 20.485 14.770
H 21.319 14.383 13.617
O 20.263 18.324 11.405
H 21.625 13.203 18.047
H 16.582 18.502 18.445
O 17.841 18.300 9.736
O 17.456 10.768 14.570
H 21.915 9.474 15.552
H 16.871 15.082 12.734
H 19.514 21.566 18.898
H 12.415 19.062 13.889
H 22.569 14.463 12.230
H 16.933 8.063 14.278
H 24.354 10.466 12.259
C 20.196 21.080 19.604
O 19.181 15.844 10.478
C 23.701 19.987 18.192
H 24.887 18.694 16.359
H 17.486 7.596 16.688
Mg 18.562 17.419 11.372
F 18.110 18.538 15.378
C 17.920 8.461 13.996
H 25.205 11.851 12.606
F 19.521 12.846 11.385
C 17.484 12.128 14.163
O 21.590 11.580 15.731
H 15.089 17.645 10.482
H 25.930 9.555 14.309
C 13.228 19.476 14.487
H 24.606 9.314 15.514
H 17.619 9.443 16.442
H 24.358 8.894 13.822
C 16.781 17.556 9.137
H 21.110 20.179 12.154
H 22.496 18.247 15.942
C 14.758 23.218 15.386
H 23.039 12.458 11.680
H 18.502 19.144 19.822
O 19.987 17.007 20.479
H 20.468 10.025 16.535
H 21.184 21.534 19.592
H 18.849 8.609 17.144
H 14.094 23.851 14.806
H 16.220 19.319 20.051
H 18.490 12.534 14.117
C 19.265 18.917 19.072
H 16.920 12.290 13.240
C 17.863 17.222 15.433
H 18.028 24.555 12.872
O 18.745 8.313 15.142
C 14.400 19.061 16.496
O 18.927 23.131 14.058
H 16.207 18.190 8.453
H 19.814 12.113 16.824
H 18.953 16.855 18.676
C 19.708 17.470 19.182
H 18.069 19.724 8.274
H 18.816 20.493 13.333
H 15.715 14.736 11.407
C 15.884 16.951 10.196
H 15.846 18.914 12.205
H 14.162 22.334 15.637
H 19.552 19.372 9.134
O 14.607 18.825 18.903
H 15.102 23.654 16.323
C 20.095 15.611 20.498
H 15.420 16.099 9.692
H 15.429 19.139 16.130
H 16.608 19.340 13.762
C 24.313 11.316 12.959
H 13.385 17.614 17.836
F 19.606 12.312 9.306
O 22.130 20.024 14.866
S 19.885 14.861 9.637
H 18.945 18.181 7.989
C 18.366 23.511 12.837
H 19.049 23.417 11.990
O 20.411 19.735 19.230
H 20.499 10.148 14.835
H 23.327 20.863 18.720
H 17.516 22.866 12.570
C 17.825 9.885 13.533
C 24.300 19.502 15.904
C 14.339 18.124 17.700
H 16.961 12.648 14.966
O 15.860 22.819 14.575
C 22.973 15.296 16.865
F 17.887 16.842 16.702
H 17.770 24.343 15.265
H 24.924 19.953 15.134
S 19.126 16.290 14.468
H 23.573 15.100 17.763
H 22.086 17.364 11.631
H 16.714 22.061 16.333
H 15.221 15.855 12.607
O 19.555 15.042 8.240
H 22.243 11.343 12.790
F 17.812 13.221 10.123
O 18.771 14.887 14.620
H 16.164 20.206 18.554
C 23.020 12.118 12.722
H 14.991 17.252 17.559
H 18.867 23.144 16.017
O 18.861 16.733 13.084
O 21.282 14.722 9.963
H 19.805 21.155 20.624
C 19.149 13.211 10.171
H 21.477 21.040 16.649
H 23.026 19.134 18.142
H 18.646 20.901 11.667
O 16.698 16.525 11.275
H 20.699 19.481 16.388
C 21.563 17.978 10.898
F 16.647 17.026 14.935
H 22.142 15.903 17.243
C 18.080 8.454 16.378
C 16.113 15.502 12.081
H 20.622 17.386 18.576
H 20.431 15.360 21.507
O 13.541 18.569 15.492
H 18.242 7.777 13.210
H 18.847 10.142 13.212
O 24.040 20.471 16.905
O 20.430 16.735 14.929
H 24.646 19.779 18.713
C 22.988 18.992 15.313
H 20.372 20.830 15.340
H 17.218 16.761 8.522
H 19.200 15.015 20.292
C 20.300 19.463 12.277
O 22.979 13.102 13.710
H 22.158 18.828 10.567
C 16.627 19.496 12.684
C 21.382 13.562 17.036
C 22.360 14.315 13.289
H 17.097 9.996 12.720
H 20.888 15.198 19.860
O 17.893 19.067 12.211
H 14.079 20.053 16.835
H 14.038 19.669 13.770
C 15.973 19.219 18.997
O 24.380 10.919 14.304
H 20.234 12.930 15.311
C 18.911 20.066 12.326
C 21.156 10.234 15.712
H 20.695 14.406 17.222
C 21.180 20.322 15.884
H 20.480 19.009 13.260
C 16.965 22.328 15.303
H 18.812 19.079 18.089
H 17.320 21.455 14.744
H 21.377 17.358 10.022
O 22.485 14.078 16.338
H 23.564 15.747 16.076
H 22.829 15.143 13.829
*
```

Computed properties:
**F_max**: 2.94 eV/A
**LUMO energy**: -0.0093 Eh

Mulliken population analysis, charges in e, atoms 1 to 99: -0.97, -0.01, -0.97, 0.55, 0.29, -0.84, 0.31, 0.05, 0.51, 0.33, 0.00, -0.10, -0.41, 0.22, -0.11, 0.23, 0.32, 0.76, 0.37, 0.45, -0.79, -1.71, -0.58, 0.36, 0.34, 2.37, 0.16, -0.88, 0.35, -0.11, -0.18, 0.04, 0.33, 0.31, -0.56, 0.24, 0.29, 0.40, -0.81, 0.68, -0.15, -0.73, 0.48, 0.50, -0.48, 0.23, 0.23, 0.29, 0.30, 0.35, 0.06, 0.37, 0.37, -0.49, 0.35, -0.28, 0.62, -0.28, 0.56, 0.55, 0.29, 0.27, 0.28, -0.78, 0.42, -0.88, 0.00, 0.13, 0.26, -0.52, 0.40, -0.64, 0.54, -0.40, -0.22, -1.03, 0.38, -0.24, -0.38, 1.33, 0.33, -0.59, 0.25, -0.14, 0.09, 0.09, 0.17, 0.05, -0.77, -0.68, 0.14, -0.35, -0.48, -0.24, 0.45, 0.37, 0.51, 0.37, 0.09

No. 2
Density functional theory data (ωB97M-V with the def2-TZVPD basis set) for a cluster of 12 separate species, C38H92N12O12P in total.

Geometry as ORCA input:
```
! RIJCOSX wB97M-V def2-TZVPD def2/J DEFGRID3
* xyz 1 1
H 1.013 -8.802 1.731
N -1.792 -2.663 2.242
C 9.177 2.081 3.086
N 6.158 -3.065 -0.957
H -2.474 -4.543 1.650
H 2.159 3.426 5.413
H 0.604 -12.832 0.540
H -1.427 6.044 -1.890
H 1.904 -7.682 -1.708
O 0.932 3.913 -0.977
H -2.231 -3.652 4.025
H 5.384 -4.605 -2.149
H 4.172 -3.541 -1.433
H 7.079 1.552 0.693
H 8.683 2.314 0.609
C -7.382 0.717 -2.566
H -2.201 -3.396 0.320
O 1.203 -6.717 -0.061
C 6.306 -3.691 0.224
H -0.986 3.968 -3.330
H -1.079 -0.826 2.761
C 1.320 -10.110 -1.196
H 3.592 -3.116 3.255
H -2.404 -13.782 2.509
C -1.452 4.331 -4.248
H 8.500 0.571 0.319
H -5.897 8.364 3.580
H -2.393 8.402 -3.102
H -0.315 10.459 -3.172
N 8.345 1.173 2.320
H -0.819 3.977 -5.060
C -1.167 6.851 -2.569
O 1.060 -3.698 4.168
H -3.833 4.764 -1.511
H 0.157 -10.219 1.076
H 7.967 0.003 3.957
H 5.167 -2.961 -2.789
H 1.515 2.923 -2.655
H -0.822 -4.151 1.127
H -6.747 6.852 3.902
H 7.526 -2.131 -2.230
C 6.955 -1.913 -1.324
N 0.746 1.661 -1.251
C 1.533 -4.775 3.835
N -0.584 -14.161 1.541
H -0.549 11.958 -6.937
C 3.207 -3.745 2.450
H -0.015 0.015 -2.298
H 0.386 -10.611 -1.463
C -1.192 9.867 -5.657
O -0.367 2.838 6.306
H -1.816 -15.456 2.615
H -3.038 6.748 3.522
H -0.096 7.032 -2.486
O -6.526 7.178 1.178
C -3.744 4.232 -3.590
H -3.894 5.228 3.846
C -7.711 2.413 -4.377
H -3.290 5.575 2.218
H -4.115 3.058 -1.796
P -1.352 6.174 -4.283
C -1.044 -1.593 1.970
H -1.081 -15.657 0.162
H -3.674 7.291 -1.477
H -0.767 2.051 0.142
H 1.103 11.915 -6.300
H -0.296 0.806 6.378
C 3.074 -6.234 2.633
O 5.656 -4.662 0.569
N -8.060 1.144 -3.777
H 4.121 -6.331 2.930
C 0.110 1.761 6.002
N 2.570 -4.927 3.006
H -0.062 0.409 0.221
H -3.621 -2.887 3.215
H 7.076 -3.237 0.867
O -9.322 -0.739 -3.835
H 0.942 9.560 -4.026
H -0.221 6.513 -5.021
N -0.281 10.744 -5.252
H -4.826 6.135 0.798
C -1.826 -3.754 1.280
C 5.163 -3.570 -1.888
N -4.993 6.654 2.772
H 1.064 3.348 4.031
C 1.402 -7.718 -0.725
C -3.734 6.016 3.108
C 1.686 0.286 4.836
H -8.103 0.571 -1.762
O -2.717 3.789 -4.472
C 8.141 1.419 0.903
H 10.189 2.102 2.677
C 0.942 0.500 -2.101
H -5.237 7.215 4.765
H 1.620 0.142 3.755
H 2.491 -7.010 3.125
H -0.553 -8.590 0.938
H 0.272 -16.049 1.243
H 9.225 1.755 4.122
H -8.307 2.583 -5.271
H -6.868 -0.229 -2.736
C -0.201 -15.253 0.667
C 0.154 1.469 0.067
H 1.125 -5.734 4.199
C -5.481 6.661 1.519
C -1.521 -14.410 2.625
C -0.100 -12.919 1.387
H -2.433 -1.892 4.082
H 1.962 -10.819 -0.667
H -7.898 3.225 -3.669
H -0.158 12.825 -5.443
N 1.163 1.597 5.179
H 8.763 3.091 3.054
H -2.458 6.746 -4.911
C -2.824 7.903 -1.168
H -6.660 1.475 -2.269
H 1.390 0.801 -3.046
H -9.462 0.739 -5.222
C -9.002 0.331 -4.305
C 1.086 2.894 -1.636
C 1.789 2.780 4.616
C 0.377 -9.160 0.920
H 0.501 -14.899 -0.084
H 2.730 0.208 5.144
H 1.112 -0.495 5.329
H 0.841 1.820 0.839
H 1.111 11.313 -3.804
C -2.564 -2.777 3.465
N 1.049 -8.962 -0.358
H -1.059 -14.172 3.583
H -2.491 3.696 -1.850
H -1.660 10.127 -6.616
C 0.405 10.508 -3.988
H 1.823 -9.797 -2.108
H -3.980 5.291 -3.728
H 2.616 2.481 3.978
H 7.644 -1.664 -0.520
H 2.479 -3.163 1.880
O -1.506 8.857 -5.026
H -2.324 7.389 -0.354
C 0.048 11.929 -6.029
H 1.600 -0.216 -1.608
H 4.025 -4.054 1.803
H -4.635 3.707 -3.915
C -3.525 3.910 -2.108
O 7.043 -0.687 2.284
H -3.174 8.860 -0.804
C -5.762 7.309 3.819
H -6.652 2.414 -4.652
N -1.878 8.097 -2.284
C 7.751 0.103 2.880
O -0.389 -11.970 2.095
O -0.379 -1.440 0.954
H 6.306 -1.053 -1.508
H 2.994 -6.361 1.555
*
```

Computed properties:
**F_max**: 1.00 eV/A
**LUMO energy**: -0.0802 Eh

Mulliken population analysis, charges in e, atoms 1 to 99: 0.08, 0.21, -0.93, 0.17, 0.40, 0.32, 0.01, 0.40, 0.25, -0.65, 0.33, 0.30, 0.28, 0.28, 0.38, -0.82, 0.29, -0.57, 0.05, -0.19, 0.24, -0.85, 0.31, 0.29, 0.09, 0.20, 0.30, 0.20, 0.29, 0.13, 0.54, -0.61, -0.58, -0.09, 0.10, 0.29, 0.39, 0.36, 0.30, 0.30, 0.39, -0.89, 0.27, 0.05, 0.08, 0.30, -0.49, 0.32, 0.32, 0.02, -0.61, 0.38, 0.32, 0.42, -0.63, 0.10, 0.39, -0.81, 0.26, 0.33, 0.13, 0.21, 0.34, 0.28, 0.22, 0.35, 0.30, -0.85, -0.68, 0.11, 0.33, 0.13, 0.26, 0.34, 0.38, 0.37, -0.56, 0.24, 0.12, 0.09, -0.18, -1.00, -0.96, 0.10, 0.28, 0.10, -0.94, -0.96, 0.31, -0.48, -0.83, 0.34, -0.95, 0.40, 0.31, 0.28, 0.27, 0.33, 0.29

Number 1: calculated total energy -133418.148 eV. Number 2: calculated total energy -92631.174 eV.